(1)
Density functional theory data (ωB97M-V/def2-TZVPD) for a structure of composition C16H21N3O4PtSSe4 at a distorted geometry.

Each line ends with the Löwdin spin population.
Atoms and positions in Å:
1 Pt -13.949 -9.924 5.692  1.209
2 Se -13.059 -7.911 4.297  0.835
3 Se -12.044 -6.647 0.329  0.754
4 Se -10.692 -6.777 2.130  0.288
5 Se -11.403 -8.836 3.054  0.317
6 C -14.751 -13.238 2.224  0.001
7 C -14.352 -12.667 3.548  0.002
8 C -14.320 -13.635 4.741  0.005
9 O -15.348 -11.680 3.860  0.024
10 C -12.926 -11.973 3.447  0.007
11 O -12.083 -12.395 2.678  0.016
12 O -12.712 -10.964 4.241  0.082
13 H -15.759 -13.653 2.312  0.000
14 H -14.037 -13.963 1.940  0.000
15 H -14.829 -12.447 1.514  0.000
16 H -15.316 -13.992 5.072  0.000
17 H -13.799 -13.106 5.556  0.005
18 H -13.805 -14.517 4.423  0.000
19 H -15.493 -11.259 3.022  0.000
20 C -14.068 -4.210 7.621  0.000
21 C -14.243 -5.600 8.312  0.001
22 C -15.564 -6.300 7.891  0.000
23 N -15.484 -7.219 6.749  -0.001
24 C -16.379 -7.647 5.921  0.022
25 S -16.257 -9.249 5.248  0.227
26 N -17.518 -6.932 5.714  0.009
27 C -17.591 -5.506 5.630  0.001
28 O -18.639 -4.902 5.775  0.001
29 C -16.356 -4.819 5.057  0.000
30 C -15.373 -5.382 4.238  0.007
31 C -14.329 -4.617 3.778  0.005
32 C -14.375 -3.210 3.923  0.001
33 C -15.404 -2.625 4.598  0.000
34 C -16.377 -3.391 5.230  0.001
35 H -13.161 -3.693 7.924  0.000
36 H -14.954 -3.492 7.773  0.000
37 H -14.016 -4.392 6.568  0.000
38 H -14.185 -5.317 9.384  0.000
39 H -13.378 -6.277 8.147  0.001
40 H -16.429 -5.610 7.699  0.000
41 H -15.841 -7.011 8.640  0.000
42 H -14.727 -7.963 6.775  0.002
43 H -18.396 -7.451 5.579  0.004
44 H -15.254 -6.431 4.059  0.008
45 H -13.640 -5.139 3.217  0.006
46 H -13.434 -2.757 3.548  0.000
47 H -15.525 -1.593 4.708  0.000
48 H -17.182 -2.984 5.849  0.000
49 N -13.532 -9.036 8.662  0.034
50 C -13.690 -9.479 7.587  0.126

Atoms 1-3, force components in eV/Å:
0.4 -0.6 -1.3
0.2 -0.4 0.3
0.2 0.1 0.2

## Properties
Frontier orbital gap (spin up / spin down) (eV): 7.5 / 5.8
Energy relative to the best compared isomer or geometry (same formula, charge and spin) (kJ/mol): 181.2
HOMO energy (spin up / spin down) (eV): -8.3 / -8.9
E_LUMO (spin up / spin down) (eV): -0.762 / -3.171
Calculated total energy (eV): -305058.17075
Multiplicity: 5

***

(2)
Density functional theory data (ωB97M-V/def2-TZVPD) for a structure of composition C33H24F10N7O3SW.

Each line ends with the Löwdin spin population.
Atoms and positions in Å:
1 W -0.296 0.439 -0.298  1.145
2 C -2.949 1.955 0.614  0.006
3 N -2.114 1.803 -0.609  0.007
4 C -1.632 3.139 -1.030  0.001
5 C -0.452 3.533 -0.172  0.004
6 N 0.460 2.384 -0.091  0.073
7 C 1.811 2.698 0.142  0.007
8 C 2.650 1.909 0.952  0.012
9 F 2.221 0.753 1.500  0.010
10 C 3.975 2.206 1.207  -0.002
11 F 4.681 1.401 1.994  -0.002
12 C 4.566 3.328 0.656  0.011
13 F 5.832 3.626 0.904  0.004
14 C 3.802 4.106 -0.191  -0.001
15 F 4.341 5.156 -0.801  -0.001
16 C 2.482 3.777 -0.452  0.012
17 F 1.895 4.520 -1.413  0.002
18 C -2.962 1.219 -1.672  0.002
19 C -3.184 -0.221 -1.297  0.003
20 N -1.913 -0.811 -0.816  0.023
21 C -2.035 -2.220 -0.655  0.005
22 C -3.242 -2.885 -0.386  0.006
23 F -4.424 -2.261 -0.264  0.001
24 C -3.289 -4.248 -0.164  -0.001
25 F -4.464 -4.819 0.065  -0.001
26 C -2.135 -5.003 -0.079  0.004
27 F -2.272 -6.282 0.249  0.001
28 C -0.906 -4.397 -0.291  0.003
29 F 0.221 -6.382 0.406  0.001
30 C -0.898 -3.058 -0.680  0.004
31 F 1.539 -3.011 -0.971  0.004
32 H -3.925 2.361 0.343  0.001
33 H -2.484 2.650 1.302  0.000
34 H -3.083 0.996 1.110  0.001
35 H -2.451 3.861 -0.978  0.000
36 H -1.305 3.062 -2.066  0.000
37 H -0.767 3.873 0.827  0.002
38 H 0.003 4.400 -0.635  0.000
39 H -2.451 1.343 -2.620  0.000
40 H -3.910 1.759 -1.730  0.000
41 H -3.588 -0.789 -2.138  0.001
42 H -3.939 -0.245 -0.514  0.001
43 S 1.944 -3.763 5.611  -0.008
44 N 1.284 -2.294 5.553  0.003
45 C 0.926 -2.085 4.302  -0.001
46 C 0.329 -0.865 3.808  0.027
47 C 0.057 0.232 4.600  0.054
48 C -0.373 1.399 3.980  0.026
49 C -0.520 1.428 2.617  0.057
50 N -0.324 0.355 1.819  0.051
51 C 0.116 -0.793 2.422  0.047
52 C 0.440 -1.854 1.507  0.143
53 N 0.409 -1.403 0.261  0.008
54 C 0.380 -2.293 -0.869  0.013
55 C 0.396 -5.038 0.144  0.017
56 C 0.865 -4.416 1.435  0.129
57 C 0.839 -3.186 2.003  -0.003
58 C 1.212 -3.169 3.433  0.003
59 N 1.785 -4.175 4.060  -0.012
60 H 0.230 0.182 5.667  0.002
61 H -0.550 2.301 4.548  0.000
62 H -0.749 2.351 2.114  0.003
63 H 0.330 -1.690 -1.774  0.004
64 H 1.166 -4.985 -0.621  0.005
65 H 1.234 -5.194 2.098  0.005
66 C 0.962 2.398 -3.689  0.001
67 C 0.945 0.948 -3.242  0.003
68 C 1.115 -0.021 -4.396  0.001
69 O -0.329 0.682 -2.565  0.008
70 C 2.034 0.717 -2.187  0.008
71 O 3.194 0.882 -2.443  0.007
72 O 1.569 0.312 -1.027  0.047
73 H 0.150 2.589 -4.391  0.000
74 H 1.913 2.600 -4.180  0.000
75 H 0.879 3.072 -2.837  0.000
76 H 0.357 0.158 -5.161  0.000
77 H 1.054 -1.059 -4.057  0.000
78 H 2.098 0.124 -4.838  0.000
79 H -0.773 -0.078 -2.965  0.001

Atoms 1-3, force components in eV/Å:
-0.3 0.3 -0.1
-0.1 -0.1 0.0
0.0 0.2 0.2

## Properties
Frontier orbital gap (spin up / spin down) (eV): 5.5 / 6.1
Energy relative to the best compared isomer or geometry (same formula, charge and spin) (kJ/mol): 0.0
HOMO energy (spin up / spin down) (eV): -9.9 / -11.0
E_LUMO (spin up / spin down) (eV): -4.348 / -4.936
Calculated total energy (eV): -91013.23723
Charge: +1
Multiplicity: 3

***

Question: The lowest calculated total energy belongs to which entry?
Answer: C16H21N3O4PtSSe4